Below is 3 unconnected molecules or ions with the total composition C14H36N2O6 at a distorted geometry, with properties calculated with ωB97M-V/def2-TZVPD.

Structure (ORCA input):
```
! wB97M-V def2-TZVPD RIJCOSX def2/J DEFGRID3
* xyz 0 1
C 2.73157 -15.77976 14.66656
O 2.10564 -15.31295 15.89483
C 3.02813 -14.58132 16.73456
C 2.13786 -14.21758 17.94622
N 1.58736 -12.90357 17.76200
C 0.71060 -12.47296 18.82437
C 1.37945 -11.65012 19.82803
O 1.68558 -10.31956 19.41825
C 1.67101 -9.38159 20.44599
H 1.99553 -16.30906 14.06144
H 3.45235 -16.56338 14.90004
H 3.23490 -15.08286 13.99642
H 3.42631 -13.69891 16.23367
H 3.72775 -15.36203 17.03307
H 2.79495 -14.29527 18.81241
H 1.34002 -14.94841 18.07828
H 2.33539 -12.22529 17.73970
H 0.15491 -13.29042 19.28380
H -0.14734 -11.97482 18.37283
H 2.26905 -12.14235 20.22100
H 0.78671 -11.58913 20.74074
H 0.74069 -8.94332 20.80726
H 2.20466 -8.50864 20.07011
H 2.30302 -9.62858 21.29902
C 5.37793 -9.53537 9.84718
O 4.95676 -10.57699 10.71425
C 5.83778 -11.65085 10.54574
C 6.95227 -11.62235 11.65215
N 6.22930 -11.44470 12.87350
C 6.95448 -10.87007 14.05020
C 5.90641 -10.56725 15.11634
O 5.05088 -9.44746 14.93142
C 4.14040 -9.26328 13.83788
H 4.98018 -9.65686 8.83964
H 6.44626 -9.35052 9.95948
H 4.97945 -8.70084 10.42414
H 6.33325 -11.62155 9.57530
H 5.19414 -12.51666 10.39016
H 7.74652 -10.91033 11.42786
H 7.44735 -12.59186 11.70737
H 5.38637 -10.99915 12.54026
H 7.36836 -9.94483 13.64927
H 7.68435 -11.60818 14.38275
H 6.40828 -10.17914 16.00268
H 5.35297 -11.45995 15.40771
H 3.45763 -8.41920 13.93514
H 3.58404 -10.19985 13.87525
H 4.49499 -9.28186 12.80734
O 1.98665 -12.22083 14.90830
C 2.81887 -11.08566 15.17456
C 2.74302 -10.53742 16.69524
O 3.33314 -11.32640 17.67406
H 2.16501 -12.64488 15.75090
H 3.81222 -11.48301 14.96604
H 2.52513 -10.25815 14.52878
H 1.68477 -10.49345 16.95267
H 3.13595 -9.52073 16.68855
H 3.11633 -10.80698 18.45174
*
```

Values from the calculation:
Kohn-Sham gap (eV): 8.77
SMILES: COCCNCCOC.COCCNCCOC.OCCO
LUMO (hartree): 0.0275
Molecular weight (u): 328.45
Largest force on an atom (eV/Å): 3.94
Total energy (eV): -30358.4839